Record 1
{"formula": "C23H14ClGdN3O5", "method": "wB97M-V/def2-TZVPD", "orbital_gap_ev": [5.8649, 5.0122], "energy_ha": -2650.89246, "relative_energy_kj_mol": 0.0, "multiplicity": 8, "s2": 16.136, "homo_ev": [-9.91, -11.22], "charge": 1, "elements": ["Gd", "O", "C", "O", "C", "C", "C", "C", "C", "N", "C", "O", "O", "H", "H", "H", "H", "Cl", "C", "C", "C", "C", "O", "C", "C", "N", "C", "C", "C", "C", "C", "C", "C", "C", "N", "C", "C", "H", "H", "H", "H", "H", "H", "H", "H", "H", "H"], "xyz": [[-0.131, 0.824, -0.188], [3.636, 3.083, -1.619], [2.681, 2.256, -1.192], [1.479, 2.572, -1.240], [3.098, 0.982, -0.678], [4.409, 0.456, -0.526], [4.572, -0.805, -0.064], [3.411, -1.636, 0.388], [2.073, -0.927, 0.391], [2.003, 0.235, -0.395], [1.398, -0.731, 1.796], [1.761, -1.399, 2.728], [0.449, 0.169, 1.775], [3.198, 3.897, -1.904], [5.260, 1.071, -0.786], [5.562, -1.229, 0.043], [3.584, -2.107, 1.354], [-7.362, 1.026, 0.022], [-5.658, 1.332, -0.005], [-5.182, 2.634, -0.176], [-3.830, 2.891, -0.162], [-2.894, 1.865, 0.001], [-1.608, 2.178, 0.106], [-3.375, 0.532, 0.125], [-2.634, -0.716, 0.270], [-1.457, -1.074, -0.164], [-1.065, -2.451, -0.033], [-2.041, -3.413, 0.003], [-1.781, -4.787, 0.127], [-0.493, -5.246, 0.160], [0.567, -4.353, 0.022], [1.906, -4.884, 0.001], [2.952, -4.121, -0.331], [2.766, -2.699, -0.596], [1.416, -2.169, -0.327], [0.330, -2.924, -0.083], [-4.771, 0.307, 0.168], [-5.891, 3.445, -0.286], [-3.453, 3.901, -0.240], [-3.222, -1.466, 0.791], [-3.073, -3.120, -0.116], [-2.611, -5.479, 0.169], [-0.281, -6.302, 0.256], [2.025, -5.937, 0.219], [3.956, -4.519, -0.417], [3.038, -2.437, -1.626], [-5.149, -0.696, 0.327]], "lowdin_charge": [1.813, 0.154, -0.466, -0.031, -0.188, 0.002, 0.000, -0.115, -0.299, -0.084, -0.539, 0.135, -0.154, 0.141, 0.125, 0.115, 0.157, 0.699, -0.659, -0.055, 0.016, -0.330, -0.262, -0.120, -0.061, -0.045, -0.121, 0.000, -0.007, -0.010, -0.091, 0.011, 0.030, -0.155, 0.155, -0.032, -0.059, 0.120, 0.132, 0.127, 0.119, 0.128, 0.130, 0.130, 0.139, 0.188, 0.118]}

---

Record 2
{"formula": "C23H15Co2N2O6", "method": "wB97M-V/def2-TZVPD", "orbital_gap_ev": 3.8646, "energy_ha": -4211.75084, "relative_energy_kj_mol": 454.3, "homo_ev": -1.59, "charge": -1, "elements": ["O", "C", "Co", "C", "O", "C", "O", "C", "C", "C", "C", "C", "C", "C", "C", "C", "Co", "C", "O", "C", "O", "C", "O", "H", "H", "H", "H", "H", "H", "H", "C", "N", "C", "N", "C", "C", "C", "C", "C", "C", "H", "H", "H", "H", "H", "H", "H", "H"], "xyz": [[1.223, 1.655, 2.237], [0.991, 1.077, 1.256], [0.615, 0.212, -0.177], [0.121, -1.452, 0.509], [0.709, -2.436, 0.888], [-0.800, 1.110, -0.696], [-1.721, 1.774, -0.925], [1.882, 0.613, -1.419], [2.572, 1.878, -1.460], [1.863, 3.059, -1.158], [2.540, 4.267, -1.097], [3.901, 4.328, -1.382], [4.604, 3.159, -1.685], [3.951, 1.931, -1.745], [2.139, -0.751, -1.032], [2.819, -1.517, -0.122], [0.998, -0.658, -2.351], [-0.675, -0.258, -2.914], [-1.681, -0.132, -3.472], [1.772, -0.579, -3.938], [2.248, -0.531, -4.990], [0.747, -2.366, -2.058], [0.656, -3.515, -1.928], [0.790, 2.989, -0.951], [1.985, 5.153, -0.818], [4.417, 5.280, -1.347], [5.673, 3.196, -1.866], [4.484, 1.004, -1.995], [2.841, -2.599, -0.245], [3.534, -1.022, 0.548], [-4.763, -1.470, 0.106], [-3.398, -1.417, 0.580], [-2.268, -1.229, -0.115], [-1.237, -1.226, 0.780], [-1.773, -1.263, 2.104], [-3.127, -1.418, 1.954], [-3.973, -1.533, 3.055], [-3.364, -1.524, 4.319], [-1.977, -1.305, 4.461], [-1.148, -1.164, 3.332], [-5.386, -1.853, 0.920], [-5.140, -0.481, -0.180], [-4.846, -2.144, -0.746], [-2.169, -1.275, -1.200], [-5.046, -1.657, 2.912], [-3.966, -1.682, 5.216], [-1.542, -1.261, 5.460], [-0.076, -0.966, 3.375]], "lowdin_charge": [0.054, -0.179, 0.098, -0.441, 0.039, -0.266, 0.065, -0.327, -0.209, -0.038, -0.104, -0.127, -0.113, -0.029, -0.425, -0.041, 0.080, -0.158, 0.104, -0.101, 0.107, -0.152, 0.128, 0.093, 0.091, 0.082, 0.087, 0.117, 0.039, 0.055, -0.001, -0.048, 0.021, 0.064, -0.112, -0.152, -0.014, -0.088, -0.070, 0.032, 0.077, 0.103, 0.096, 0.140, 0.097, 0.098, 0.101, 0.128]}

---

Record 3
{"formula": "C23H15CrF5N3SSbSe4", "method": "wB97M-V/def2-TZVPD", "orbital_gap_ev": [5.4326, 5.3389], "energy_ha": -12837.95454, "relative_energy_kj_mol": 12.2, "multiplicity": 4, "s2": 3.841, "homo_ev": [-4.14, -4.15], "charge": -1, "elements": ["Cr", "C", "C", "C", "C", "C", "C", "N", "C", "C", "C", "C", "C", "N", "C", "C", "C", "C", "C", "C", "N", "H", "H", "H", "H", "H", "H", "H", "H", "H", "H", "H", "H", "H", "H", "H", "F", "C", "C", "F", "C", "F", "C", "S", "C", "F", "C", "F", "Se", "Sb", "Se", "Se", "Se"], "xyz": [[0.000, -0.180, -1.100], [3.545, -0.089, -1.101], [2.923, -0.127, 0.248], [3.736, 0.015, 1.378], [3.206, -0.086, 2.642], [1.869, -0.422, 2.772], [1.113, -0.572, 1.627], [1.600, -0.341, 0.385], [-0.277, -1.074, 1.684], [-0.896, -1.578, 2.818], [-2.180, -2.087, 2.694], [-2.812, -2.090, 1.464], [-2.132, -1.568, 0.371], [-0.906, -1.082, 0.514], [-2.698, -1.423, -0.985], [-3.766, -2.182, -1.402], [-4.286, -1.947, -2.669], [-3.778, -0.905, -3.400], [-2.712, -0.141, -2.906], [-2.295, 1.068, -3.670], [-2.120, -0.467, -1.751], [4.624, 0.023, -1.013], [3.138, 0.714, -1.712], [3.320, -1.014, -1.640], [4.786, 0.225, 1.230], [3.825, 0.068, 3.518], [1.423, -0.564, 3.746], [-0.395, -1.583, 3.773], [-2.689, -2.480, 3.564], [-3.820, -2.463, 1.358], [-4.163, -2.962, -0.768], [-5.089, -2.559, -3.058], [-4.171, -0.657, -4.375], [-3.181, 1.510, -4.129], [-1.603, 0.781, -4.463], [-1.805, 1.795, -3.028], [2.848, 3.542, 4.267], [2.007, 3.198, 3.283], [2.422, 3.223, 1.966], [3.677, 3.585, 1.676], [1.553, 2.846, 0.957], [2.021, 2.868, -0.294], [0.254, 2.411, 1.206], [-0.859, 1.894, -0.037], [-0.130, 2.412, 2.550], [-1.354, 1.993, 2.905], [0.717, 2.796, 3.572], [0.308, 2.749, 4.850], [-0.736, -1.822, -5.668], [1.099, -1.502, -4.129], [0.969, 0.831, -3.134], [0.517, -2.500, -1.859], [3.351, -2.081, -4.724]], "lowdin_charge": [-0.033, -0.062, -0.272, -0.008, -0.040, -0.010, -0.199, 0.076, -0.194, 0.016, -0.031, 0.018, -0.201, -0.011, -0.230, -0.006, -0.034, -0.021, -0.299, -0.091, 0.068, 0.086, 0.001, 0.042, 0.118, 0.117, 0.112, 0.110, 0.112, 0.112, 0.110, 0.112, 0.120, 0.086, 0.012, 0.039, 0.107, -0.155, -0.157, 0.114, -0.244, 0.090, -0.528, 0.687, -0.253, 0.072, -0.157, 0.102, -0.200, -0.247, 0.155, 0.123, -0.234]}

---

Record 4
{"formula": "C23H16AgN4O5S", "method": "wB97M-V/def2-TZVPD", "orbital_gap_ev": 6.6931, "energy_ha": -2026.49649, "relative_energy_kj_mol": 51.1, "homo_ev": -4.24, "charge": -1, "elements": ["Ag", "C", "O", "C", "C", "C", "C", "C", "C", "N", "N", "C", "C", "C", "C", "O", "C", "N", "C", "C", "C", "C", "H", "H", "H", "H", "H", "H", "H", "H", "H", "H", "H", "H", "O", "C", "N", "S", "O", "O", "C", "C", "C", "C", "C", "C", "H", "H", "H", "H"], "xyz": [[-2.134, 1.093, -1.945], [5.174, 3.802, 2.370], [4.993, 3.358, 1.044], [4.856, 2.011, 0.851], [4.977, 1.061, 1.855], [4.823, -0.285, 1.537], [4.509, -0.686, 0.251], [4.413, 0.275, -0.758], [4.592, 1.609, -0.457], [4.456, -2.099, 0.005], [3.598, -2.620, -0.732], [2.495, -1.895, -1.261], [2.228, -2.080, -2.602], [1.248, -1.360, -3.276], [0.423, -0.434, -2.615], [-0.478, 0.237, -3.206], [0.636, -0.312, -1.171], [-0.204, 0.519, -0.511], [-0.156, 0.596, 0.794], [0.755, -0.158, 1.556], [1.644, -0.969, 0.912], [1.634, -1.052, -0.500], [5.209, 4.887, 2.326], [6.111, 3.428, 2.794], [4.343, 3.493, 3.010], [5.197, 1.343, 2.874], [4.938, -1.043, 2.302], [4.185, -0.019, -1.773], [4.512, 2.367, -1.225], [2.847, -2.786, -3.145], [1.083, -1.512, -4.335], [-0.878, 1.244, 1.274], [0.726, -0.102, 2.636], [2.340, -1.575, 1.476], [-3.148, -0.365, 1.482], [-3.968, -0.029, 0.644], [-3.838, 0.989, -0.248], [-5.124, 1.153, -1.199], [-4.734, 0.881, -2.571], [-5.844, 2.383, -0.982], [-6.053, -0.198, -0.527], [-7.304, -0.680, -0.858], [-7.781, -1.762, -0.130], [-7.021, -2.325, 0.894], [-5.768, -1.820, 1.214], [-5.293, -0.744, 0.486], [-7.886, -0.232, -1.653], [-8.755, -2.176, -0.359], [-7.417, -3.169, 1.444], [-5.162, -2.242, 2.005]], "lowdin_charge": [0.755, -0.100, -0.089, -0.285, -0.025, -0.044, -0.302, -0.014, 0.008, 0.044, 0.055, -0.282, -0.056, -0.032, -0.407, -0.163, -0.149, 0.062, -0.144, -0.044, -0.018, -0.117, 0.088, 0.090, 0.095, 0.097, 0.111, 0.119, 0.120, 0.105, 0.100, 0.100, 0.101, 0.106, 0.037, -0.537, -0.136, 0.582, -0.373, -0.318, -0.219, -0.041, -0.085, -0.080, -0.009, -0.136, 0.117, 0.098, 0.098, 0.118]}